Entry 1:
Formula: C4H8O2
Source: OMol25
Level of theory: ωB97M-V/def2-TZVPD

```
! RIJCOSX wB97M-V def2-TZVPD def2/J DEFGRID3
* xyz 0 1
C 0.1081 0.2897 -1.3724
C 1.0795 0.8002 -0.3173
O 1.1654 -0.0877 0.7765
C -0.1111 -0.2370 1.3644
C -1.0496 -0.8535 0.3349
O -1.1520 -0.0026 -0.7966
H -0.0716 1.0639 -2.1260
H 0.5236 -0.5967 -1.8789
H 2.0907 0.8996 -0.7172
H 0.7340 1.7799 0.0449
H 0.0290 -0.8365 2.2712
H -0.5011 0.7503 1.6687
H -0.6632 -1.8416 0.0351
H -2.0673 -0.9716 0.7174
*
```

- strongest force on any atom (eV/Å) = 0.355
- SMILES = C1COCCO1
- ΔE to the lowest compared entry with this formula, charge and spin (kJ/mol) = 145.3
- electronic energy (eV) = -8371.7762

---

Entry 2:
Formula: C6H8N
Source: OMol25
Level of theory: ωB97M-V/def2-TZVPD

```
! RIJCOSX wB97M-V def2-TZVPD def2/J DEFGRID3
* xyz 1 3
C -0.2714 0.5706 -0.1845
C -2.6885 0.1553 0.0550
C -3.9288 -0.1766 0.0622
C 0.8684 1.3891 -0.1425
C 1.0151 -0.0273 -0.6978
C 1.9315 -0.9245 0.1219
N -1.4390 0.2544 0.0684
H -4.3755 -1.1632 -0.0702
H -4.5969 0.7404 0.2881
H 0.7363 1.9935 -1.0158
H 1.3680 1.6861 0.7738
H 0.9037 -0.2496 -1.7831
H 2.8932 -0.7547 -0.1935
H 1.6783 -1.9546 -0.0013
H 1.8565 -0.5373 1.1466
*
```

- strongest force on any atom (eV/Å) = 7.353
- expectation value of S² = 2.036
- ΔE to the lowest compared entry with this formula, charge and spin (kJ/mol) = 271.5
- electronic energy (eV) = -7827.1867

---

Entry 3:
Formula: C4H6N2O
Source: OMol25
Level of theory: ωB97M-V/def2-TZVPD

```
! RIJCOSX wB97M-V def2-TZVPD def2/J DEFGRID3
* xyz 0 1
H 2.5634 1.3666 0.6808
N 1.7913 0.8771 0.2357
C 0.8525 1.6826 -0.0273
O -0.2987 1.3170 -0.6171
C -0.4855 -0.0789 -0.8462
C -0.8194 -0.7609 0.4852
C -0.8285 -2.2201 0.3777
N -0.8204 -3.3736 0.2963
H 0.8193 2.7530 0.1910
H 0.4066 -0.5176 -1.3013
H -1.3247 -0.1454 -1.5417
H -0.0610 -0.4804 1.2214
H -1.7948 -0.4194 0.8455
*
```

- strongest force on any atom (eV/Å) = 1.108
- SMILES = [H]/N=C/OCCC#N
- ΔE to the lowest compared entry with this formula, charge and spin (kJ/mol) = 126.8
- electronic energy (eV) = -9272.1873

---

> Look up the ΔE to the lowest compared entry with this formula, charge and spin of the first one.

145.3 kJ/mol

---

What did the first record say?
Formula: C4H8O2
Source: OMol25
Level of theory: ωB97M-V/def2-TZVPD

```
! RIJCOSX wB97M-V def2-TZVPD def2/J DEFGRID3
* xyz 0 1
C 0.1081 0.2897 -1.3724
C 1.0795 0.8002 -0.3173
O 1.1654 -0.0877 0.7765
C -0.1111 -0.2370 1.3644
C -1.0496 -0.8535 0.3349
O -1.1520 -0.0026 -0.7966
H -0.0716 1.0639 -2.1260
H 0.5236 -0.5967 -1.8789
H 2.0907 0.8996 -0.7172
H 0.7340 1.7799 0.0449
H 0.0290 -0.8365 2.2712
H -0.5011 0.7503 1.6687
H -0.6632 -1.8416 0.0351
H -2.0673 -0.9716 0.7174
*
```

- strongest force on any atom (eV/Å) = 0.355
- SMILES = C1COCCO1
- ΔE to the lowest compared entry with this formula, charge and spin (kJ/mol) = 145.3
- electronic energy (eV) = -8371.7762

---

> Look up the electronic energy of the second one.

-7827.1867 eV